1.
49
Properties=species:S:1:pos:R:3 method="wB97M-V/def2-TZVPD" fmax_ev_per_a=4.068 energy_ha=-1506.10768 homo_lumo_gap_ev=9.3 charge=+1 e_lumo_ev=-2.4 multiplicity=1 e_above_lowest_kj_mol=170.8
N -0.6063 1.4340 0.1818
C -0.2050 0.1729 0.9061
C -0.7664 -1.0557 0.2022
C -2.0769 -1.7322 0.7815
S -3.1297 -0.7243 1.8639
C 1.4074 0.3186 0.7849
N 2.2079 -0.5005 1.5393
O 1.7388 1.2650 0.0366
H 0.0915 2.2057 0.4631
H -1.5811 1.7378 0.5388
H -0.6827 1.2141 -0.8072
H -0.4102 0.3715 2.0083
H -0.0673 -1.8891 0.1517
H -1.0336 -0.7016 -0.8714
H -2.6434 -2.1127 -0.1684
H -1.8833 -2.5193 1.4468
H -3.7607 0.1270 1.0005
H 3.2049 -0.3621 1.5636
H 1.7709 -1.1510 2.1473
H -0.4134 4.8399 -0.5093
H -1.5181 3.8378 -1.0263
O -0.5358 4.0250 -0.9160
H 1.6260 -3.4791 -3.3118
H 1.8006 -2.0491 -2.4920
O 1.2103 -2.6706 -2.9152
H 3.5519 0.5913 -1.4210
H 3.2639 0.7908 -2.9006
O 3.0022 0.2323 -2.1463
H -0.2522 -0.9405 4.5753
H 0.8480 -0.1323 5.0173
O 0.3825 -0.2840 4.1386
H -2.0992 1.7951 -3.2973
H -0.7739 1.3850 -2.8998
O -1.4636 2.0576 -2.6690
H -4.0466 2.2681 -0.6117
H -4.0164 2.4895 1.0361
O -3.6157 2.2086 0.2400
H 0.5846 -0.3493 -3.5676
H 1.3437 0.2577 -2.3539
O 0.3717 0.0636 -2.6414
H 2.7421 -3.7265 1.9112
H 1.2891 -4.0960 2.0360
O 2.0727 -3.8184 2.5813
H 2.0531 2.9594 1.6706
H 1.1124 4.0813 1.3824
O 1.1120 3.2045 1.7766
H -1.1053 -3.9958 -1.4817
H 0.1687 -3.5986 -1.8326
O -0.2703 -4.0453 -1.1414

---

2.
89
Properties=species:S:1:pos:R:3 method="wB97M-V/def2-TZVPD" fmax_ev_per_a=0.522 energy_ha=-6543.13898 homo_lumo_gap_ev="4.4 / 5.2" charge=-2 e_lumo_ev="3.6 / 3.6" multiplicity=2
Rb -0.1618 2.4817 -0.2773
C -4.5565 1.2893 1.6927
C -3.0693 1.3829 1.5921
N -2.4809 0.8412 0.3436
C -3.3152 0.5528 -0.7673
C -4.7035 0.5686 -0.6387
C -5.2951 0.8927 0.6612
C -5.5154 0.3028 -1.7395
C -4.9256 0.0164 -2.9640
C -3.5518 -0.0065 -3.1000
C -2.6938 0.2590 -2.0075
N -1.3500 0.3492 -2.1077
C -0.5710 -0.4082 -2.8710
C -0.8700 -1.7102 -3.3307
C 0.0791 -2.5079 -3.9621
C 1.3544 -2.0564 -4.2289
C 1.6898 -0.7316 -3.8879
C 2.9441 -0.1559 -4.1922
C 3.1987 1.1514 -3.8748
C 2.1913 1.8974 -3.2371
N 1.0220 1.3902 -2.9173
C 0.7466 0.1060 -3.2227
H -5.0027 1.5641 2.6432
H -2.7253 2.4009 1.8135
H -6.3756 0.8300 0.7408
H -6.5936 0.3183 -1.6294
H -5.5512 -0.1780 -3.8289
H -3.1005 -0.1871 -4.0683
H -1.8626 -2.1055 -3.1521
H -0.1947 -3.5199 -4.2431
H 2.0892 -2.6900 -4.7124
H 3.6910 -0.7658 -4.6904
H 4.1490 1.6138 -4.1118
H 2.3551 2.9396 -2.9750
S 0.8343 7.6739 2.5207
Sb -0.5359 6.4430 1.1092
S 0.6697 5.6575 -0.7423
S -1.6145 4.7047 2.2459
N -3.1025 -0.7597 3.0567
C -3.3601 -1.7695 2.1252
C -4.1771 -2.8768 2.2293
C -4.1975 -3.7799 1.1644
C -3.4082 -3.5807 0.0439
C -2.5873 -2.4557 -0.0578
C -2.5916 -1.5499 0.9769
N -1.8813 -0.3251 1.0750
C -2.3020 0.2651 2.3763
C -1.1594 0.7236 3.2249
C -1.0086 0.4986 4.5573
S 0.4287 1.2530 5.1182
C 0.7386 1.8008 3.5034
N -0.1553 1.4514 2.6494
H -3.8752 -0.4211 3.6083
H -4.8045 -3.0264 3.1007
H -4.8361 -4.6533 1.2250
H -3.4298 -4.2994 -0.7658
H -1.9648 -2.2824 -0.9243
H -1.6403 -0.0597 5.2273
H 1.6082 2.4010 3.2692
N 2.6758 -0.0091 -0.3338
C 2.9557 -1.3468 -0.2956
C 3.9113 -1.9487 -1.0931
C 4.1896 -3.3172 -0.9689
C 3.5199 -4.1059 -0.0685
C 2.5134 -3.5364 0.7424
C 1.7370 -4.2725 1.6639
C 0.7631 -3.6363 2.3854
C 0.5655 -2.2560 2.1975
N 1.2729 -1.5367 1.3654
C 2.2312 -2.1524 0.6368
H 2.8649 0.4778 -1.1965
H 1.8131 0.2272 0.1336
H 4.4303 -1.3463 -1.8296
H 4.9462 -3.7597 -1.6059
H 3.7387 -5.1638 0.0217
H 1.9170 -5.3360 1.7744
H 0.1436 -4.1766 3.0894
H -0.2070 -1.7284 2.7500
Br 4.9527 6.8001 0.4657
C 4.6779 4.9680 0.8554
C 5.7648 4.1144 0.9122
C 5.5238 2.7802 1.2062
C 4.2164 2.3735 1.4164
N 3.1725 3.1994 1.3490
C 3.3955 4.4868 1.0844
H 6.7643 4.4898 0.7374
H 6.3385 2.0701 1.2703
H 3.9844 1.3375 1.6341
H 2.5348 5.1457 1.0341

---

3.
7
Properties=species:S:1:pos:R:3 method="wB97M-V/def2-TZVPD" fmax_ev_per_a=7.244 energy_ha=-717.68542 homo_lumo_gap_ev="6.2 / 6.2" charge=-1 e_lumo_ev="3.4 / 1.1" multiplicity=3 e_above_lowest_kj_mol=186.9
C -1.2377 -0.7616 0.3205
C -0.1942 0.3381 -0.4774
C 1.0397 0.3938 0.3212
N -1.8995 -1.5860 0.7482
O 1.2319 1.0770 1.2868
O 1.7302 -0.4183 -0.3169
S -0.6705 0.9570 -1.8824

---

4.
15
Properties=species:S:1:pos:R:3 method="wB97M-V/def2-TZVPD" smiles="C=NS/C(CO)=N/N" fmax_ev_per_a=6.868 energy_ha=-755.95895 homo_lumo_gap_ev=8.8 charge=0 e_lumo_ev=0.4 multiplicity=1 e_above_lowest_kj_mol=723.0
C 3.3216 0.1315 -0.4810
N 2.1262 0.2542 0.0150
S 1.3550 -1.1041 0.4643
C -0.3101 -0.7104 0.3534
C -0.7501 0.5452 0.8413
O -1.8777 1.2407 -0.1274
N -1.0526 -1.5623 -0.3154
N -2.4372 -1.1029 -0.1376
H 4.0215 -0.8830 -0.7167
H 3.7107 1.2980 -0.4745
H 0.0008 1.5153 1.2366
H -1.4376 0.0471 1.6818
H -1.2417 1.9622 -0.7571
H -2.3899 -0.0888 -0.7704
H -3.0388 -1.5425 -0.8122

---

5.
14
Properties=species:S:1:pos:R:3 method="wB97M-V/def2-TZVPD" smiles="SC1=CC=C[C@H](S)S1" fmax_ev_per_a=6.324 energy_ha=-1388.54251 homo_lumo_gap_ev="6.6 / 6.6" charge=0 e_lumo_ev="-0.5 / -0.5" multiplicity=1 e_above_lowest_kj_mol=349.9
S 2.0175 -1.8512 -1.5267
C 1.0365 -0.6737 -0.7799
C -0.0658 -1.2577 0.5885
C -0.3164 -0.2407 1.5007
C -0.4907 1.0602 1.1443
C -0.5760 1.4356 -0.2676
S -2.0034 0.6436 -1.1252
S 0.9638 0.9578 -1.1877
H 2.5903 -1.0367 -2.4192
H 0.1358 -2.2860 0.7948
H -0.4124 -0.5195 2.5436
H -0.6148 1.8369 1.8800
H -0.6741 2.5053 -0.4408
H -1.5902 -0.5739 -0.7049

---

6.
39
Properties=species:S:1:pos:R:3 method="wB97M-V/def2-TZVPD" smiles=CCO.O.O.O.O.O.O.O.O.O.O fmax_ev_per_a=4.078 energy_ha=-919.38281 homo_lumo_gap_ev=10.2 charge=0 e_lumo_ev=-0.2 multiplicity=1 e_above_lowest_kj_mol=192.4
C -0.5718 3.1242 1.3857
C -0.0571 2.1479 0.4270
O -0.7231 0.8485 0.3160
H -1.7019 3.2061 1.4188
H -0.3454 2.8823 2.4469
H -0.1656 4.1017 1.2667
H 0.9609 1.7920 0.6497
H 0.1387 2.4533 -0.5963
H -1.4082 0.9020 1.0149
O -0.0419 -3.4932 -0.4962
H -1.0098 -3.4738 -0.4283
H 0.0461 -2.9718 -1.3188
O 1.8030 -1.5804 -0.0816
H 1.7244 -1.2614 -0.9878
H 1.1410 -2.3106 -0.0522
O 2.5860 0.8914 -1.7538
H 2.5170 0.2536 -2.4889
H 2.1141 0.4499 -1.0337
O 2.2558 2.4062 2.2525
H 3.1370 2.1337 2.0000
H 1.6431 1.7182 2.5112
O -1.4629 2.1456 -3.1876
H -0.8207 1.4648 -2.9685
H -2.2440 1.6159 -3.3877
O -3.4961 -1.7721 0.6888
H -2.9993 -1.5820 1.4912
H -4.3023 -1.2556 0.6116
O 2.1383 -0.8526 2.4220
H 2.2565 -0.5551 1.5125
H 1.7383 -1.7184 2.3125
O 0.4148 -1.2881 -3.2183
H -0.2520 -0.8867 -2.6088
H -0.0259 -1.1923 -4.0685
O -1.5590 -0.2187 -1.8659
H -1.2861 -0.0860 -0.9327
H -2.5072 -0.3633 -1.7852
O -1.1200 -1.4123 3.4291
H -0.3339 -1.0591 3.8626
H -0.8702 -1.3764 2.4769